{"formula": "C47H100BN4O16", "method": "the ωB97M-V functional and the def2-TZVPD basis", "homo_lumo_gap_ha": 0.2906, "relative_energy_kcal_mol": 0.0, "homo_ev": -10.6, "total_charge": 1, "symbols": ["C", "O", "C", "C", "C", "C", "C", "C", "C", "C", "C", "O", "C", "C", "N", "C", "C", "C", "O", "O", "C", "C", "N", "C", "B", "N", "O", "N", "C", "C", "C", "O", "C", "C", "C", "C", "C", "C", "H", "H", "H", "H", "H", "H", "H", "H", "H", "H", "H", "H", "H", "H", "H", "H", "H", "H", "H", "H", "H", "H", "H", "H", "H", "H", "H", "H", "H", "H", "H", "H", "H", "H", "H", "H", "H", "H", "H", "H", "H", "H", "H", "H", "H", "H", "H", "H", "H", "H", "C", "O", "C", "C", "O", "C", "H", "H", "H", "H", "H", "H", "H", "H", "H", "H", "C", "O", "C", "C", "O", "C", "H", "H", "H", "H", "H", "H", "H", "H", "H", "H", "C", "O", "C", "C", "O", "C", "H", "H", "H", "H", "H", "H", "H", "H", "H", "H", "C", "O", "C", "C", "O", "C", "H", "H", "H", "H", "H", "H", "H", "H", "H", "H", "C", "O", "C", "C", "O", "C", "H", "H", "H", "H", "H", "H", "H", "H", "H", "H"], "coordinates": [[4.323, 1.069, 1.584], [3.838, -0.130, 2.259], [5.008, -0.814, 2.798], [4.707, -2.309, 3.202], [3.609, -2.466, 4.317], [3.142, -3.983, 4.513], [2.541, -4.491, 3.118], [1.100, -5.099, 3.305], [0.388, -5.561, 1.975], [0.544, -4.580, 0.749], [-0.680, -3.576, 0.574], [-1.783, -4.402, 0.235], [-2.863, -3.659, -0.339], [-2.999, -3.823, -1.905], [-4.390, -3.800, -2.379], [-5.063, -2.547, -2.026], [-4.590, -1.261, -2.842], [-4.083, -0.171, -1.811], [-3.662, -1.528, -3.906], [-0.419, -2.755, -0.580], [0.532, -1.709, -0.351], [0.582, -0.866, -1.711], [0.829, -1.882, -2.788], [0.166, -0.815, 0.912], [0.110, 0.789, 0.650], [1.182, 1.626, 1.193], [-0.917, 1.407, -0.105], [-1.112, -1.271, 1.609], [-0.930, -2.718, 1.921], [-2.014, -3.338, 2.870], [-2.493, -2.340, 4.018], [-1.869, -2.199, 5.042], [-3.813, -1.529, 3.699], [-3.862, -0.075, 3.530], [-5.188, 0.508, 3.197], [-6.392, -0.318, 3.029], [-6.330, -1.781, 3.212], [-5.030, -2.362, 3.545], [5.430, 1.223, 1.750], [4.182, 1.016, 0.473], [3.830, 2.004, 1.959], [5.733, -0.879, 1.930], [5.523, -0.233, 3.609], [4.463, -2.841, 2.240], [5.653, -2.782, 3.589], [3.874, -1.971, 5.288], [2.682, -1.933, 3.933], [2.323, -3.946, 5.293], [3.993, -4.615, 4.872], [3.228, -5.230, 2.634], [2.416, -3.544, 2.510], [0.495, -4.392, 3.943], [1.227, -6.029, 3.940], [0.771, -6.589, 1.709], [-0.718, -5.713, 2.161], [1.524, -4.044, 0.693], [0.498, -5.226, -0.179], [-2.878, -2.565, -0.082], [-3.815, -4.088, 0.104], [-2.325, -3.063, -2.390], [-2.559, -4.836, -2.153], [-4.360, -3.916, -3.398], [-5.036, -2.305, -0.931], [-6.158, -2.691, -2.275], [-5.506, -0.805, -3.328], [-4.055, 0.867, -2.243], [-3.127, -0.473, -1.296], [-4.874, -0.134, -1.002], [-2.951, -0.872, -3.782], [1.591, -2.075, -0.207], [-0.401, -0.399, -1.971], [1.462, -0.173, -1.754], [1.465, -2.608, -2.458], [-0.078, -2.258, -3.063], [0.989, -0.981, 1.672], [1.439, 1.264, 2.116], [0.872, 2.594, 1.310], [-1.522, 0.679, -0.351], [-1.954, -1.054, 1.058], [-1.163, -0.667, 2.448], [0.052, -2.792, 2.476], [-2.943, -3.701, 2.366], [-1.519, -4.196, 3.407], [-2.934, 0.530, 3.633], [-5.221, 1.613, 3.042], [-7.381, 0.114, 2.749], [-7.190, -2.476, 3.098], [-4.963, -3.475, 3.655], [2.244, 3.492, -2.983], [2.492, 2.174, -3.453], [1.560, 1.768, -4.452], [2.173, 1.832, -5.841], [2.418, 3.176, -6.236], [3.788, 3.532, -6.133], [3.088, 3.796, -2.363], [2.145, 4.201, -3.807], [1.335, 3.505, -2.371], [0.645, 2.367, -4.401], [1.294, 0.727, -4.233], [1.460, 1.415, -6.559], [3.089, 1.235, -5.891], [4.365, 3.031, -6.917], [4.199, 3.276, -5.152], [3.870, 4.610, -6.274], [0.676, -4.538, -5.296], [-0.643, -4.694, -4.791], [-1.603, -3.948, -5.537], [-2.399, -4.845, -6.469], [-1.583, -5.355, -7.517], [-1.209, -6.708, -7.305], [1.319, -5.264, -4.799], [0.719, -4.715, -6.373], [1.043, -3.530, -5.073], [-1.122, -3.136, -6.092], [-2.290, -3.498, -4.811], [-3.187, -4.250, -6.941], [-2.878, -5.659, -5.914], [-2.075, -7.362, -7.450], [-0.794, -6.861, -6.306], [-0.449, -6.969, -8.042], [3.793, 7.271, -4.323], [3.817, 6.681, -3.031], [5.082, 6.827, -2.393], [5.048, 7.919, -1.337], [4.897, 9.204, -1.928], [3.575, 9.706, -1.809], [2.759, 7.280, -4.672], [4.162, 8.298, -4.302], [4.394, 6.675, -5.017], [5.871, 7.017, -3.127], [5.302, 5.872, -1.903], [6.005, 7.924, -0.806], [4.257, 7.729, -0.605], [3.374, 9.987, -0.770], [2.834, 8.974, -2.143], [3.491, 10.595, -2.433], [-7.582, 1.992, -0.733], [-6.540, 2.609, 0.008], [-6.177, 3.884, -0.521], [-6.750, 5.014, 0.317], [-8.167, 5.072, 0.204], [-8.825, 4.534, 1.341], [-7.924, 1.120, -0.174], [-8.431, 2.663, -0.883], [-7.198, 1.661, -1.704], [-6.485, 3.976, -1.566], [-5.084, 3.941, -0.486], [-6.362, 5.964, -0.063], [-6.444, 4.920, 1.364], [-8.710, 5.208, 2.195], [-8.442, 3.543, 1.598], [-9.887, 4.446, 1.108], [4.768, 2.640, 5.651], [4.196, 2.488, 6.939], [3.910, 1.127, 7.248], [4.946, 0.544, 8.194], [6.212, 0.413, 7.556], [7.124, 1.431, 7.946], [5.121, 3.667, 5.557], [5.617, 1.967, 5.504], [4.011, 2.451, 4.882], [3.833, 0.526, 6.335], [2.934, 1.113, 7.743], [4.630, -0.464, 8.483], [5.025, 1.145, 9.105], [7.450, 1.265, 8.977], [6.681, 2.426, 7.854], [7.994, 1.375, 7.291]], "atomic_forces_ev_per_a": [[0.501, 0.630, -0.195], [1.312, 0.661, 0.152], [0.653, -1.152, -0.815], [0.149, 0.622, 0.445], [-0.882, -0.435, -0.869], [-0.163, 1.058, -0.502], [-0.673, 0.571, 0.962], [0.631, -0.863, 0.415], [-0.042, 0.177, 0.312], [-0.874, -0.670, -0.541], [0.900, -1.498, -0.282], [0.642, 1.829, -0.005], [-2.370, -0.395, -0.537], [1.456, -0.738, 0.350], [0.754, 0.607, 0.776], [-1.057, 0.243, -1.255], [-0.749, 1.278, 0.773], [-1.067, -0.172, 0.090], [0.206, 0.441, 1.056], [0.162, 0.741, 1.550], [0.086, 1.532, -0.642], [0.502, -2.201, -0.433], [-0.460, 1.250, 0.227], [1.125, 0.265, 0.139], [0.601, 1.737, -0.554], [-2.405, -1.014, 0.531], [0.644, -1.981, 1.079], [0.897, 0.465, -0.254], [0.221, -1.637, 0.654], [-0.436, 0.063, 0.903], [-0.423, 0.646, -0.799], [-0.260, 0.001, -0.767], [-1.366, -0.135, -0.401], [-2.536, -2.057, -0.331], [0.579, -1.606, 0.059], [1.675, -1.269, 0.508], [2.773, 1.467, 0.386], [-0.193, 1.816, -0.517], [-1.160, -0.289, -0.050], [-0.116, -0.165, 0.973], [0.186, -1.025, -0.220], [-0.489, 0.037, 1.022], [-0.776, -0.363, -0.478], [-0.069, 0.367, 1.090], [-0.705, 0.616, -0.468], [0.085, -0.510, -0.906], [0.900, -0.373, 0.526], [0.927, -0.349, -0.733], [-0.802, 0.448, -0.268], [-0.627, 0.789, 0.146], [0.419, -1.196, 0.257], [0.468, -0.547, -0.749], [-0.292, 1.004, -0.544], [-0.235, 1.229, 0.119], [1.180, 0.084, -0.224], [-0.888, -0.381, 0.354], [-0.037, 0.884, 0.856], [0.344, -0.904, -0.002], [1.002, 0.395, -0.394], [-0.613, -0.533, 0.291], [-0.444, 1.072, 0.254], [-0.214, 0.150, 0.541], [0.223, -0.566, -0.921], [1.119, 0.159, 0.360], [0.882, -0.523, 0.540], [0.372, -1.043, 0.333], [-0.582, 0.232, -0.660], [0.861, 0.097, -0.756], [-0.336, -0.511, -0.399], [-1.146, 0.041, -0.017], [0.956, -0.024, 0.477], [-1.073, -0.144, 0.498], [-0.427, 0.050, -0.268], [0.605, -0.490, 0.119], [-0.994, 0.106, -0.620], [0.631, 0.197, -0.483], [0.435, -0.201, -0.327], [0.085, 0.949, -0.369], [0.170, -0.383, 0.107], [-0.264, -0.682, -0.146], [-1.073, 0.451, -0.504], [1.016, 0.297, 0.051], [-0.582, 0.855, -0.678], [-1.007, -0.328, 0.023], [-0.222, -1.160, 0.118], [1.139, -0.110, 0.315], [0.616, 0.921, 0.073], [0.035, 1.220, -0.030], [0.101, -0.083, 0.063], [-0.221, 0.164, -0.037], [0.407, -0.386, 0.086], [-0.433, 0.327, -0.107], [0.223, -0.133, 0.215], [-0.066, 0.070, -0.076], [-0.020, -0.064, -0.046], [-0.019, 0.007, 0.028], [-0.042, 0.101, -0.023], [0.072, 0.082, -0.065], [-0.024, -0.029, -0.073], [0.009, -0.060, 0.028], [-0.015, 0.025, 0.096], [0.094, -0.007, 0.054], [0.003, -0.028, -0.020], [-0.097, -0.057, -0.045], [-0.008, -0.027, 0.120], [0.141, 0.151, -0.174], [-0.254, -0.359, 0.365], [0.192, 0.359, -0.404], [0.019, -0.160, 0.321], [0.020, 0.035, -0.134], [-0.100, 0.012, 0.045], [-0.021, 0.036, 0.000], [0.080, 0.007, -0.111], [0.004, -0.077, -0.061], [-0.029, 0.057, -0.072], [-0.026, 0.014, 0.063], [0.081, 0.015, 0.053], [0.031, -0.078, 0.070], [-0.046, -0.003, 0.007], [-0.074, 0.088, -0.021], [-0.122, -0.078, 0.040], [0.180, 0.189, -0.136], [-0.391, -0.190, 0.326], [0.429, 0.200, -0.301], [-0.300, -0.190, 0.049], [0.100, 0.094, -0.041], [0.030, -0.078, 0.066], [0.044, -0.021, -0.008], [0.033, 0.096, -0.057], [-0.036, 0.086, 0.034], [0.063, 0.015, 0.013], [-0.013, -0.056, 0.020], [-0.034, -0.037, -0.082], [-0.108, -0.017, 0.002], [0.008, -0.011, 0.041], [0.103, -0.034, 0.038], [0.099, -0.095, 0.080], [-0.172, 0.038, -0.147], [0.234, -0.049, 0.462], [-0.235, 0.166, -0.489], [0.146, -0.278, 0.226], [-0.092, 0.106, -0.086], [0.088, 0.023, 0.010], [0.043, 0.033, -0.030], [-0.128, 0.002, -0.070], [-0.082, 0.028, 0.062], [0.000, 0.048, -0.030], [0.061, -0.025, 0.020], [0.000, -0.082, -0.032], [-0.004, -0.080, 0.080], [0.030, 0.022, 0.021], [0.067, 0.075, -0.055], [-0.038, 0.121, 0.119], [0.145, -0.253, -0.257], [-0.071, 0.354, 0.458], [0.057, -0.370, -0.390], [-0.093, 0.285, 0.071], [0.073, -0.090, -0.051], [-0.091, -0.022, 0.048], [-0.019, -0.043, -0.011], [0.066, -0.029, -0.101], [0.095, -0.002, 0.005], [0.005, -0.058, 0.001], [-0.048, 0.025, 0.036], [-0.032, 0.056, -0.077], [0.014, 0.106, 0.021], [-0.015, -0.020, 0.046], [-0.064, -0.095, 0.016]]}